108
Properties=species:S:1:pos:R:3 method="wB97M-V/def2-TZVPD" energy_ha=-3060.09076 multiplicity=4 e_above_lowest_kcal_mol=27.05 lumo_energy_ev="2.524 / 1.884" total_charge=-1
Re 0.21751 -0.14476 0.37863
N 4.14910 -1.26568 -3.19259
C 3.35738 0.09244 -1.16251
S 1.73993 -2.06732 -1.10209
N 1.18275 1.08140 -0.95603
N 1.19227 1.62210 0.26786
C 1.52452 2.64161 0.93996
C 0.94104 2.77053 2.26775
C 1.08513 3.98175 2.95100
C 0.46431 4.21624 4.16185
C -0.32426 3.19891 4.70944
C -0.46306 1.98931 4.06041
C 0.16691 1.72881 2.83048
O 0.01646 0.51514 2.31967
H 3.22287 -1.62380 -3.40666
H 4.25841 -0.39149 -3.69363
H 2.15944 3.41446 0.52114
H 1.69477 4.75566 2.49420
H 0.57530 5.16761 4.66572
H -0.83383 3.35771 5.65351
H -1.07296 1.19521 4.47536
O 3.57515 0.42370 -0.02746
C 2.28052 0.98770 -1.90231
C 1.59699 0.46218 -3.20965
C 0.35240 1.24035 -3.56506
C 0.35372 2.18943 -4.57540
C -0.76065 3.00772 -4.71495
C -1.80111 2.86831 -3.82064
C -1.75503 1.84462 -2.86390
C -2.90549 1.74329 -1.88441
C -2.67122 1.10316 -0.47308
O -1.36920 1.26921 -0.04865
C -3.10859 -0.37089 -0.40999
C -3.45371 -1.14283 -1.51227
C -3.87275 -2.46484 -1.36127
C -3.94114 -3.03602 -0.10145
C -3.56877 -2.28020 1.00767
C -3.15755 -0.96774 0.85066
C -3.62347 1.89395 0.45715
C -3.09499 2.79040 1.37662
C -3.93555 3.52990 2.20429
C -5.31418 3.38650 2.11580
C -5.84903 2.49048 1.19632
C -5.00764 1.74950 0.37807
N -0.71942 1.01879 -2.78963
C 2.89149 2.35258 -2.18434
C 4.24546 2.48207 -2.47626
C 4.79385 3.72048 -2.78717
C 3.98967 4.85066 -2.80647
C 2.63682 4.73275 -2.50691
C 2.09125 3.49376 -2.19816
C 4.23817 -1.06619 -1.75172
C 3.58428 -2.30488 -1.05031
C 4.12634 -2.58700 0.31979
C 5.26846 -2.06317 0.75323
C 6.10997 -1.25169 -0.14744
C 5.67226 -0.84690 -1.33257
H 1.33414 -0.58210 -3.05753
H 2.31993 0.54473 -4.02183
H 1.22437 2.31082 -5.20834
H -0.78861 3.77675 -5.47811
H -2.64977 3.54182 -3.84471
H -3.75616 1.26636 -2.37802
H -3.22191 2.77225 -1.70688
H -3.38521 -0.73027 -2.51115
H -4.13260 -3.04904 -2.23658
H -4.25622 -4.06600 0.01566
H -3.58941 -2.72015 1.99888
H -2.85989 -0.38289 1.71596
H -2.01823 2.88156 1.43918
H -3.50412 4.21408 2.92565
H -5.96851 3.96153 2.76036
H -6.92299 2.36063 1.12562
H -5.43228 1.03824 -0.32402
H 4.89384 1.61332 -2.44061
H 5.85264 3.79991 -3.00359
H 4.41541 5.81850 -3.04161
H 1.99984 5.60929 -2.51020
H 1.03768 3.40694 -1.94977
H 3.71579 -3.19157 -1.67617
H 3.54862 -3.27313 0.92934
H 5.63068 -2.27947 1.75167
H 7.12808 -1.03404 0.15740
H 6.32260 -0.30969 -2.01783
N -0.43573 -1.79896 0.87004
C -0.65565 -2.95082 1.35431
C -0.94335 -4.10659 0.45965
C -1.08839 -5.40377 0.94877
C -1.37457 -6.45963 0.08958
C -1.50665 -6.23162 -1.27217
C -1.33025 -4.94496 -1.77100
C -1.05028 -3.89635 -0.91429
C -0.57262 -3.11713 2.84304
C -1.57772 -3.73745 3.58264
C -1.49013 -3.81746 4.96623
C -0.39049 -3.28279 5.62370
C 0.61149 -2.65658 4.89273
C 0.51754 -2.56719 3.51136
H -0.95276 -5.60197 2.00357
H -1.48375 -7.46091 0.48804
H -1.73860 -7.05091 -1.94244
H -1.41207 -4.75767 -2.83484
H -0.90796 -2.89543 -1.29876
H -2.44996 -4.13281 3.07415
H -2.28570 -4.28976 5.53005
H -0.32173 -3.34170 6.70314
H 1.46450 -2.22186 5.39861
H 1.28583 -2.05903 2.93951

***

23
Properties=species:S:1:pos:R:3 method="wB97M-V/def2-TZVPD" energy_ha=-8782.70737 multiplicity=1 lumo_energy_ev=4.452 total_charge=-2
Cd 1.20060 -2.44445 0.75042
Se 1.24956 -2.22637 3.45067
Se -0.70590 -3.25145 3.85938
Te -1.35268 -5.23134 2.32713
Se -0.64713 -4.93745 -0.01770
I 0.66594 -1.87652 -2.66772
C 0.61359 0.18237 -1.98854
C 0.79800 1.25278 -2.86737
C 0.30725 2.52527 -2.64072
C -0.25295 2.81809 -1.37573
C -0.37938 1.80261 -0.38695
C -0.88560 2.13268 0.93528
C -0.99738 1.15416 1.90690
C -0.58135 -0.14331 1.57221
C 0.08189 -0.50435 0.39170
C 0.17886 0.45702 -0.62913
H 1.42580 1.02954 -3.73789
H 0.42145 3.28617 -3.49077
H -0.50958 3.81703 -1.15890
H -1.25347 3.11769 1.10844
H -1.60621 1.32838 2.79332
H -0.75657 -0.95990 2.30710
Cl 2.98526 -3.32862 -0.44114

***

12
Properties=species:S:1:pos:R:3 method="wB97M-V/def2-TZVPD" energy_ha=-1026.63827 multiplicity=1 e_above_lowest_kcal_mol=15.27 lumo_energy_ev=0.207 smiles="O=CO.CSS"
O 2.12318 0.17043 -0.35837
C 1.83768 -0.37458 -1.38078
O 1.51135 -1.66471 -1.48953
H 1.87423 0.11158 -2.35975
H 1.27170 -1.91307 -0.59678
C -1.27539 -0.00644 1.80128
S -1.52575 -0.02577 0.02991
S -0.87986 1.93502 -0.50012
H -2.22130 -0.29373 2.26577
H -0.52678 -0.60086 2.32702
H -1.15645 1.04878 2.06490
H -1.03260 1.61335 -1.80355

***

51
Properties=species:S:1:pos:R:3 method="wB97M-V/def2-TZVPD" energy_ha=-1479.53617 multiplicity=1 e_above_lowest_kcal_mol=3.08 lumo_energy_ev=0.336
C 2.85284 -2.45397 0.18982
C 2.24676 -1.75337 -1.02774
C 2.28714 -0.20644 -1.03746
C 2.55504 0.50654 0.29140
C 1.98802 1.93303 0.27776
C 0.49329 1.96996 0.65898
C -0.45475 2.40491 -0.47946
C -1.51344 1.37142 -0.86895
C -2.70450 1.23634 0.07454
O -2.37543 1.54518 1.46853
S -2.23580 0.21456 2.32630
O -3.39317 0.08249 3.14178
O -0.94432 0.10997 2.89854
O -2.32855 -0.79198 1.09129
C -3.27770 -0.17024 0.20051
B -3.64876 -0.98595 -1.10411
O -3.93295 -0.27695 -2.22880
O -3.72969 -2.35483 -1.10913
C -4.57197 -2.99249 -0.12912
C -3.77029 -3.71494 0.95194
H 2.58010 -3.51157 0.17543
H 3.94441 -2.41155 0.17850
H 2.49638 -2.05232 1.13768
H 1.22284 -2.10557 -1.17422
H 2.80455 -2.10463 -1.90046
H 3.02611 0.13818 -1.76511
H 1.32429 0.15721 -1.41344
H 2.08954 -0.02807 1.12234
H 3.63150 0.53949 0.48885
H 2.54654 2.53016 1.00373
H 2.14880 2.37445 -0.70746
H 0.34478 2.63632 1.50964
H 0.18500 0.98306 1.00846
H -0.95510 3.34620 -0.23314
H 0.13974 2.59923 -1.37554
H -1.03619 0.40168 -1.04642
H -1.94625 1.67384 -1.82657
H -3.47428 1.93957 -0.23905
H -4.23190 -0.05459 0.74332
H -4.30785 -0.87240 -2.89604
H -5.19312 -3.70212 -0.67507
H -5.24864 -2.26217 0.32368
H -2.73922 -3.36850 0.96282
H -3.76007 -4.79191 0.78139
H -4.19268 -3.54128 1.94237
C 6.17599 2.57507 0.07218
C 5.19829 2.75455 -0.99379
N 4.41620 2.89676 -1.82017
H 7.17567 2.78935 -0.30078
H 5.95026 3.24939 0.89617
H 6.14253 1.54893 0.43409

***

77
Properties=species:S:1:pos:R:3 method="wB97M-V/def2-TZVPD" energy_ha=-4082.23394 multiplicity=2 e_above_lowest_kcal_mol=14.36 lumo_energy_ev="-1.670 / -1.204"
Cr 1.03040 1.33522 0.06766
O 2.33229 -5.02730 2.36503
C 2.56210 -4.59009 1.24899
O 3.01563 -5.06114 0.21564
C 2.22340 -3.03651 1.11321
C 2.85607 -2.26554 0.15891
C 2.58763 -0.90021 0.11169
N 1.68187 -0.32364 0.92493
C 1.07149 -1.06854 1.84608
C 1.32585 -2.43122 1.97429
C 0.20453 -0.40718 2.83167
C -0.94314 -1.03298 3.31992
C -1.67691 -0.39145 4.29939
C -1.22650 0.82228 4.79423
C -0.07828 1.36258 4.24607
N 0.61991 0.77558 3.28605
C 3.28792 0.04355 -0.74188
C 4.31751 -0.30380 -1.61500
C 4.99310 0.68492 -2.30091
C 4.63395 2.01151 -2.07442
C 3.57923 2.28017 -1.22736
N 2.88563 1.33076 -0.59272
H 3.55270 -2.72624 -0.51973
H 0.87625 -3.00738 2.76701
H -1.25892 -1.98087 2.91693
H -2.58024 -0.83362 4.68629
H -1.75748 1.34540 5.57139
H 0.30635 2.31420 4.59524
H 4.57271 -1.34045 -1.75744
H 5.79093 0.42509 -2.97804
H 5.15341 2.81959 -2.56126
H 3.24684 3.29806 -1.06076
N 1.23543 2.84973 1.62036
N 1.06539 4.20210 1.21753
C 0.36366 4.45011 0.07974
N -0.18749 5.66911 -0.04866
S 0.30443 3.36348 -1.19258
H 0.34248 2.59755 2.11317
H 2.00849 2.79678 2.28063
H 0.86333 4.83114 1.99513
H -0.31939 6.27465 0.74425
H -0.67747 5.86573 -0.90580
C 1.74570 -3.50254 -6.48546
C 1.14914 -2.82577 -5.28706
C 0.57358 -3.54941 -4.25028
C 0.03769 -2.90234 -3.14496
C 0.06137 -1.52486 -3.08248
C 0.61624 -0.78642 -4.11285
C 1.16395 -1.43465 -5.20417
S -0.44059 -0.60397 -1.62865
O -0.45784 -1.48044 -0.47980
O -1.65105 0.12069 -1.90486
O 0.75080 0.31840 -1.55745
H 1.77905 -4.58150 -6.36210
H 2.75482 -3.13377 -6.66029
H 1.15640 -3.27985 -7.37430
H 0.56250 -4.62912 -4.29515
H -0.38037 -3.45837 -2.32072
H 0.63340 0.28944 -4.03003
H 1.62441 -0.86252 -5.99769
O -1.37242 2.78724 1.99311
C -1.65158 1.73720 1.37032
O -0.79489 1.13656 0.65537
C -2.98381 1.09493 1.49747
C -3.11183 -0.23075 1.09413
C -4.30673 -0.91953 1.25220
C -5.36143 -0.21985 1.79096
O -6.63214 -0.65482 2.04400
C -7.34121 0.47099 2.51369
O -6.44871 1.55214 2.67686
C -5.24212 1.11870 2.18133
C -4.05680 1.79708 2.06550
H -2.26085 -0.71530 0.64034
H -4.41508 -1.95016 0.95776
H -7.82219 0.23528 3.47476
H -8.12171 0.74288 1.78199
H -3.94075 2.82326 2.37364

***

17
Properties=species:S:1:pos:R:3 method="wB97M-V/def2-TZVPD" energy_ha=-346.93669 multiplicity=1 e_above_lowest_kcal_mol=55.68 lumo_energy_ev=1.070 smiles=C[C@@H](O)[C@H]1CCO1
C 0.66933 -0.45580 2.17935
C 0.88289 -0.32353 0.64102
O 0.43680 -1.56330 0.10411
C 0.15251 0.76241 -0.18734
C 0.04162 0.43988 -1.70355
C -1.46875 0.49760 -1.45288
O -1.27706 0.62589 -0.03163
H 0.23495 -1.45333 2.34329
H 1.61884 -0.47074 2.72799
H -0.00757 0.26886 2.64337
H 1.95138 -0.22094 0.40778
H -0.51885 -1.48461 0.26703
H 0.47434 1.79898 0.00213
H 0.43680 1.16041 -2.42382
H 0.39728 -0.56334 -1.94090
H -2.05358 -0.39657 -1.70288
H -1.97092 1.37813 -1.87307